Record 1
ORCA calculation (ωB97M-V/def2-TZVPD) on a 2-piece molecular cluster, C5H13NOS overall at a distorted geometry.

* M: 135.23 g mol⁻¹
* E_HOMO: -8.582 eV

Last column: natural (NBO) charge in e.
Atoms and positions in Å:
C (-1.60107, 1.24514, 0.20749)  -0.44
C (-1.63228, -0.88648, -1.07227)  -0.65
C (-1.92793, -0.98413, 1.28778)  -0.67
C (2.45282, 1.58179, 0.24051)  -0.79
C (-1.72215, -0.07742, 0.13531)  0.03
N (1.22856, -0.94390, 0.73066)  -1.08
O (2.53058, -0.34319, -1.67930)  -0.95
S (1.43133, 0.13019, -0.45575)  1.24
H (-1.84314, 1.94822, 0.99036)  0.21
H (2.26418, -0.74148, -2.50638)  0.51
H (-1.23463, 1.77817, -0.71769)  0.18
H (-1.63505, -0.21796, -1.98642)  0.21
H (-2.34169, -1.67897, -1.12649)  0.22
H (-0.55365, -1.31360, -1.09144)  0.22
H (-0.94149, -1.54481, 1.50107)  0.26
H (-1.95291, -0.53088, 2.35955)  0.22
H (-2.66395, -1.68131, 1.04484)  0.21
H (2.19863, 2.47216, -0.32193)  0.23
H (3.43672, 1.17675, -0.11254)  0.24
H (2.42497, 1.77099, 1.37736)  0.25
H (2.08213, -1.15927, 1.19527)  0.34



Record 2
ORCA calculation (ωB97M-V/def2-TZVPD) on C41H48AuIN5O as an isolated structure at a distorted geometry.

* M: 950.74 g mol⁻¹
* net charge: +1
* E_HOMO: -10.115 eV

Last column: Löwdin charge in e.
Atoms and positions in Å:
Au (0.68086, -0.33784, -1.54036)  0.87
C (-0.81365, 2.65309, -3.42625)  -0.05
C (-1.30236, 3.45536, -2.21781)  -0.35
C (-2.51696, 2.84794, -1.51057)  -0.05
C (-0.13732, 3.69892, -1.29270)  -0.15
C (0.37548, 4.98594, -1.23208)  -0.03
C (1.43535, 5.30318, -0.40195)  -0.05
C (2.00540, 4.31563, 0.37745)  -0.03
C (1.53218, 3.01454, 0.35123)  -0.14
C (2.20813, 1.98429, 1.22005)  -0.37
C (2.00109, 2.31844, 2.70034)  -0.03
C (3.69406, 1.87185, 0.86954)  -0.04
C (0.43480, 2.69618, -0.48223)  -0.18
N (-0.07478, 1.40053, -0.45679)  0.06
C (-0.67453, 0.94682, 0.64693)  -0.16
C (-0.83800, -0.43534, 0.91892)  -0.17
N (-0.41845, -1.38321, 0.08106)  0.08
C (-0.24959, -2.69214, 0.51643)  -0.18
C (-1.08501, -3.73937, 0.06558)  -0.14
C (-0.90551, -5.00954, 0.59142)  -0.03
C (0.09599, -5.28464, 1.50499)  -0.05
C (0.94079, -4.26841, 1.91265)  -0.03
C (0.77588, -2.97338, 1.45353)  -0.14
C (1.69412, -1.89053, 1.96661)  -0.37
C (3.06160, -1.97348, 1.28284)  -0.04
C (1.84763, -1.94504, 3.48653)  -0.05
C (-2.18255, -3.55501, -0.95542)  -0.35
C (-1.56339, -3.30769, -2.33216)  -0.05
C (-3.20427, -2.48212, -0.57138)  -0.05
C (-1.54657, -0.57231, 2.18283)  -0.07
C (-2.01071, -1.61082, 2.95260)  0.03
C (-2.69596, -1.30981, 4.14565)  -0.04
C (-2.93314, -0.02452, 4.56937)  0.01
C (-2.48016, 1.07082, 3.79793)  -0.14
C (-2.65101, 2.45027, 4.06275)  0.01
C (-2.15733, 3.38628, 3.18576)  -0.04
C (-1.46833, 3.04310, 2.00782)  0.02
C (-1.28222, 1.70967, 1.72233)  -0.09
C (-1.79653, 0.74942, 2.62743)  -0.06
H (-1.64672, 2.40415, -4.07885)  0.08
H (-0.30276, 1.74034, -3.12887)  0.03
H (-0.10738, 3.25674, -3.99300)  0.09
H (-1.61608, 4.43408, -2.59565)  0.13
H (-2.29469, 1.87318, -1.08754)  0.04
H (-3.34450, 2.75089, -2.20943)  0.08
H (-2.82779, 3.50045, -0.69645)  0.08
H (-0.07520, 5.76073, -1.83436)  0.12
H (1.81339, 6.31320, -0.36497)  0.11
H (2.83248, 4.57003, 1.01978)  0.11
H (1.75736, 1.00832, 1.02222)  0.09
H (2.43817, 3.28171, 2.95478)  0.09
H (2.46467, 1.55517, 3.32146)  0.08
H (0.93769, 2.35423, 2.92947)  0.07
H (4.22329, 2.80661, 1.03821)  0.08
H (3.80664, 1.58976, -0.17680)  0.07
H (4.15876, 1.10545, 1.48445)  0.07
H (-1.57020, -5.80386, 0.28447)  0.12
H (0.21174, -6.27966, 1.90253)  0.11
H (1.73055, -4.48570, 2.61512)  0.12
H (1.25981, -0.91719, 1.72704)  0.10
H (3.48634, -2.96913, 1.37857)  0.09
H (3.74495, -1.26105, 1.73801)  0.07
H (2.97085, -1.73660, 0.22599)  0.04
H (2.45715, -2.78689, 3.79983)  0.08
H (0.87547, -2.02172, 3.96617)  0.08
H (2.33008, -1.03558, 3.83550)  0.07
H (-2.72914, -4.50238, -1.01763)  0.13
H (-0.88256, -2.46005, -2.31004)  0.03
H (-2.34867, -3.12249, -3.06160)  0.05
H (-1.00513, -4.18656, -2.64778)  0.09
H (-2.73889, -1.50874, -0.46696)  0.05
H (-3.68060, -2.73646, 0.37304)  0.08
H (-3.97507, -2.42572, -1.33666)  0.08
H (-1.87095, -2.64109, 2.66631)  0.12
H (-3.05863, -2.13330, 4.74332)  0.11
H (-3.47108, 0.15649, 5.48827)  0.12
H (-3.17449, 2.76187, 4.95437)  0.12
H (-2.30657, 4.43428, 3.39777)  0.11
H (-1.10546, 3.82558, 1.35755)  0.12
N (-2.39356, -0.16038, -3.01579)  0.17
C (-1.55174, -0.56773, -3.95668)  -0.69
O (-0.33842, -0.64069, -3.78928)  -0.05
C (-2.11667, -0.89925, -5.31809)  -0.51
I (-4.15980, -1.58137, -5.33211)  0.83
H (-2.02741, 0.12120, -2.11930)  0.07
H (-3.39201, -0.16954, -3.15441)  0.04
H (-1.50900, -1.66900, -5.78714)  0.06
H (-2.08862, -0.00011, -5.93280)  0.06
N (4.82210, -0.61790, -2.90139)  0.08
C (4.58985, -1.94003, -2.66121)  -0.07
C (3.28220, -2.02822, -2.28695)  -0.15
N (2.73239, -0.78199, -2.29383)  -0.06
C (3.67891, 0.04587, -2.67165)  -0.18
H (5.69834, -0.21361, -3.19439)  0.17
H (5.34646, -2.68934, -2.76955)  0.12
H (2.70377, -2.88866, -2.01717)  0.11
H (3.56134, 1.10456, -2.79674)  0.13



Record 3
ORCA calculation (ωB97M-V/def2-TZVPD) on C17H13F6N6NaO4S3 as an isolated structure at a distorted geometry.

* M: 598.51 g mol⁻¹
* E_HOMO: -8.170 eV

Last column: natural (NBO) charge in e.
Atoms and positions in Å:
Na (0.46384, 0.71224, -1.20164)  0.88
F (5.56524, 2.37004, -1.67224)  -0.30
C (4.75154, 1.34954, -1.90214)  0.75
F (4.87814, 0.99664, -3.17554)  -0.30
F (5.16964, 0.32264, -1.15834)  -0.31
S (2.96294, 1.70434, -1.47574)  2.22
O (2.25634, 0.60774, -2.07764)  -0.98
O (2.89194, 1.73364, -0.04784)  -0.95
N (2.68744, 3.10834, -2.12094)  -1.18
S (1.25454, 3.64414, -1.74784)  2.25
O (0.87134, 4.77464, -2.51244)  -0.89
O (0.29814, 2.57524, -1.59434)  -1.01
C (1.37374, 4.25044, 0.04846)  0.73
F (0.92754, 3.30864, 0.88876)  -0.32
F (0.59124, 5.31774, 0.23276)  -0.31
F (2.60814, 4.58024, 0.41506)  -0.31
C (-5.07856, 0.42864, -0.41414)  -0.41
N (-4.15176, 0.43174, 0.67746)  -0.36
C (-4.43556, 0.58844, 2.00476)  -0.04
C (-3.27096, 0.55754, 2.68146)  -0.09
N (-2.24376, 0.38104, 1.76396)  -0.38
C (-2.80906, 0.27704, 0.50936)  0.26
S (-2.14456, -0.03986, -0.97004)  -0.26
C (-0.88556, 0.35464, 2.08286)  0.38
C (-0.44696, 0.76204, 3.34886)  -0.27
C (0.89674, 0.63764, 3.64456)  -0.14
C (1.75854, 0.13614, 2.67926)  -0.24
C (1.23404, -0.18096, 1.43816)  0.05
N (-0.05386, -0.07806, 1.14546)  -0.47
H (-6.09106, 0.44154, -0.02114)  0.21
H (-4.91116, -0.46386, -1.01774)  0.24
H (-4.91006, 1.30204, -1.04714)  0.23
H (-5.43726, 0.69014, 2.37106)  0.23
H (-3.10956, 0.60554, 3.73666)  0.23
H (-1.12696, 1.17474, 4.07696)  0.22
H (1.26624, 0.91324, 4.62286)  0.23
H (2.81064, 0.00494, 2.87366)  0.23
H (1.86774, -0.53936, 0.64106)  0.21
N (0.07354, -7.54696, -1.70334)  -0.27
C (0.07634, -6.40246, -1.65634)  0.26
C (0.10204, -4.98956, -1.55884)  -0.14
C (-0.21796, -4.16776, -2.63944)  -0.20
C (-0.12916, -2.79466, -2.46424)  0.05
N (0.23714, -2.22436, -1.32754)  -0.41
C (0.51124, -3.01066, -0.29854)  0.04
C (0.46484, -4.39226, -0.35194)  -0.19
H (-0.51806, -4.59406, -3.58394)  0.24
H (-0.36586, -2.11476, -3.27064)  0.20
H (0.77834, -2.50966, 0.61846)  0.20
H (0.70874, -4.99406, 0.50976)  0.23



Record 4
ORCA calculation (ωB97M-V/def2-TZVPD) on a 3-piece molecular cluster, H4O5PS overall at a distorted geometry.

* M: 147.07 g mol⁻¹
* net charge: -1
* E_HOMO (spin up / spin down): -4.044 / -4.045 eV

Last column: natural (NBO) charge in e.
Atoms and positions in Å:
O (1.85254, 0.38244, 0.97428)  -0.98
O (3.07630, -0.87892, -0.65290)  -0.95
O (-0.22196, 1.01778, -0.76312)  -0.99
O (-1.71749, -1.17066, -0.71018)  -1.15
O (-0.32746, -0.90346, 1.49229)  -1.06
P (-0.58444, -1.80343, -0.03817)  1.28
S (1.95438, 0.04200, -0.43662)  1.61
H (-0.85499, 0.30364, -0.69837)  0.50
H (0.00787, 1.44840, 0.01146)  0.47
H (0.52878, -0.56437, 1.63357)  0.49
H (0.58849, -1.22235, -0.69533)  -0.22